DFT (ωB97M-V with the def2-TZVPD basis set) results for C5H12N in the gas phase at a distorted geometry.

Each line ends with the Löwdin charge.
Positions of all 18 atoms, in Å:
C (-0.041, -1.714, -0.212)  -0.20
C (-1.024, -0.549, -0.102)  -0.26
C (-0.243, 0.723, -0.380)  -0.30
C (0.583, 1.404, 0.566)  -0.25
C (0.108, 2.115, 1.809)  -0.17
N (0.528, -1.554, -1.586)  0.09
H (-0.355, -2.764, -0.165)  0.11
H (0.779, -1.534, 0.475)  0.11
H (-1.610, -0.711, 0.809)  0.10
H (-1.755, -0.613, -0.916)  0.09
H (-0.431, 1.107, -1.383)  0.05
H (1.572, 1.712, 0.213)  0.05
H (0.601, 1.697, 2.701)  0.05
H (-0.968, 1.973, 1.970)  0.06
H (0.298, 3.191, 1.827)  0.05
H (0.822, -0.532, -1.561)  0.12
H (-0.183, -1.777, -2.278)  0.14
H (1.318, -2.174, -1.785)  0.15

Atoms 1-6, force components in eV/Å:
C 0.3 -0.4 -0.4
C -0.5 0.4 -0.2
C 0.1 -0.6 0.0
C 0.2 0.4 -0.3
C -0.1 -1.0 0.6
N 1.0 -1.2 -0.2

HOMO-LUMO gap (alpha / beta) in eV: 4.8 / 6.2
HOMO (alpha / beta) in eV: -4.451 / -5.992
DFT total energy in a.u.: -252.27454
2S+1: 2
E_LUMO (alpha / beta) in eV: 0.342 / 0.204


DFT (ωB97M-V with the def2-TZVPD basis set) results for a gas-phase ion, C5H12N (charge +1) at a distorted geometry.

Each line ends with the Löwdin charge.
Positions of all 18 atoms, in Å:
C (0.780, -0.026, -2.205)  0.06
C (-0.227, -0.137, -1.377)  -0.13
C (-0.183, -0.046, 0.135)  -0.54
C (-0.652, 1.402, 0.557)  0.00
C (-0.925, -1.197, 0.880)  -0.02
N (1.204, -0.125, 0.693)  0.21
H (0.712, -0.227, -3.244)  0.07
H (1.765, 0.323, -1.768)  0.09
H (-1.292, -0.195, -1.600)  0.13
H (-1.390, 1.679, -0.223)  0.10
H (0.199, 2.094, 0.640)  0.09
H (-1.189, 1.349, 1.514)  0.09
H (-0.911, -1.237, 2.016)  0.11
H (-0.327, -2.070, 0.523)  0.10
H (-2.006, -1.210, 0.680)  0.10
H (1.043, -0.007, 1.749)  0.21
H (1.774, 0.659, 0.440)  0.15
H (1.623, -1.030, 0.590)  0.16

Atoms 1-6, force components in eV/Å:
C 1.7 0.6 1.2
C -1.3 -0.3 1.7
C -0.6 1.7 1.2
C -0.9 -1.2 -0.4
C 0.6 -0.3 0.0
N -1.0 0.3 3.0

HOMO-LUMO gap in eV: 10.8
SMILES: C=CC(C)(C)[NH3+]
HOMO in eV: -14.357
DFT total energy in a.u.: -252.17090
2S+1: 1
E_LUMO in eV: -3.533
Charge: +1


DFT (ωB97M-V with the def2-TZVPD basis set) results for 2 unconnected molecules or ions with the total composition C5H12N at a distorted geometry.

Each line ends with the Löwdin charge.
Positions of all 18 atoms, in Å:
C (-0.999, -1.500, 0.725)  -0.11
C (-1.286, -0.126, 0.169)  -0.21
C (-1.009, 0.236, -1.083)  -0.19
C (-1.292, 1.563, -1.718)  -0.09
H (-0.535, -2.091, -0.072)  0.08
H (-0.399, -1.544, 1.633)  0.07
H (-1.956, -2.001, 0.890)  0.09
H (-1.829, 0.566, 0.812)  0.12
H (-0.517, -0.473, -1.749)  0.11
H (-1.619, 2.341, -1.026)  0.08
H (-0.398, 1.962, -2.202)  0.08
H (-2.067, 1.446, -2.481)  0.09
C (2.841, -0.070, 0.934)  0.18
N (1.574, -0.077, 0.919)  0.19
H (3.370, 0.561, 1.641)  0.13
H (3.397, -0.710, 0.260)  0.13
H (1.045, -0.497, 0.152)  0.10
H (0.947, 0.497, 1.476)  0.16

Atoms 1-6, force components in eV/Å:
C -0.7 -0.1 -1.0
C 0.0 0.0 0.2
C 0.3 0.3 0.1
C -0.1 0.2 0.0
H 0.2 -0.1 0.2
H -0.1 0.0 0.1

HOMO-LUMO gap in eV: 7.8
HOMO in eV: -13.286
DFT total energy in a.u.: -252.15597
2S+1: 1
E_LUMO in eV: -5.476
Charge: +1


DFT (ωB97M-V with the def2-TZVPD basis set) results for a gas-phase ion, C5H12N (charge +1) at a distorted geometry.

Each line ends with the Löwdin charge.
Positions of all 18 atoms, in Å:
C (1.714, 0.245, 0.373)  0.12
C (0.456, 0.297, 0.771)  -0.35
N (0.176, 0.109, 2.199)  0.19
C (-0.810, 0.575, 0.122)  -0.17
C (-1.187, -0.397, -1.068)  -0.21
C (-0.047, -0.585, -2.038)  -0.12
H (2.576, -0.017, 1.045)  0.11
H (1.946, 0.360, -0.734)  0.11
H (-0.603, -0.557, 2.306)  0.17
H (1.038, -0.227, 2.764)  0.21
H (-0.241, 0.970, 2.644)  0.20
H (-1.659, 0.606, 0.798)  0.11
H (-0.822, 1.658, -0.225)  0.16
H (-1.989, 0.075, -1.671)  0.13
H (-1.409, -1.331, -0.591)  0.10
H (-0.417, -0.734, -3.092)  0.11
H (0.589, 0.223, -2.071)  0.02
H (0.687, -1.268, -1.532)  0.09

Atoms 1-6, force components in eV/Å:
C 1.1 -0.4 -1.2
C 0.8 0.1 0.8
N 0.8 -0.3 2.6
C -1.6 1.7 -2.9
C 0.4 2.0 0.1
C 0.0 -1.9 0.1

HOMO-LUMO gap in eV: 10.7
SMILES: C=C([NH3+])CCC
HOMO in eV: -14.537
DFT total energy in a.u.: -252.15169
2S+1: 1
E_LUMO in eV: -3.813
Charge: +1


DFT (ωB97M-V with the def2-TZVPD basis set) results for a gas-phase ion, C5H12N (charge +2) at a distorted geometry.

Each line ends with the Löwdin charge.
Positions of all 18 atoms, in Å:
C (1.077, 1.241, 0.345)  -0.05
C (0.968, -0.091, -0.530)  -0.08
C (-0.388, -0.748, -0.457)  -0.20
C (-0.507, -2.101, -0.191)  0.31
C (-1.460, -0.089, -1.263)  0.03
N (0.383, 1.066, 1.709)  0.22
H (2.127, 1.475, 0.515)  0.15
H (0.490, 2.030, -0.117)  0.14
H (1.754, -0.747, -0.141)  0.14
H (1.292, 0.191, -1.535)  0.16
H (0.121, -2.549, 0.597)  0.14
H (-1.234, -2.810, -0.557)  0.14
H (-2.112, -0.891, -1.629)  0.12
H (-2.158, 0.534, -0.678)  0.14
H (-1.035, 0.489, -2.087)  0.13
H (-0.584, 0.847, 1.492)  0.15
H (0.804, 0.272, 2.204)  0.18
H (0.462, 1.882, 2.324)  0.19

Atoms 1-6, force components in eV/Å:
C -0.9 -0.6 -0.3
C 0.9 0.4 2.6
C 0.1 0.8 -3.6
C 0.8 -1.0 2.3
C -0.5 -0.6 0.6
N 1.1 -0.7 -0.8

HOMO-LUMO gap (alpha / beta) in eV: 10.9 / 9.0
HOMO (alpha / beta) in eV: -20.486 / -21.874
DFT total energy in a.u.: -251.69391
2S+1: 2
E_LUMO (alpha / beta) in eV: -9.607 / -12.842
Charge: +2


DFT (ωB97M-V with the def2-TZVPD basis set) results for 3 unconnected molecules or ions with the total composition C5H12N2 at a distorted geometry.

Each line ends with the Löwdin charge.
Positions of all 19 atoms, in Å:
C (1.398, 1.177, 0.269)  -0.14
C (-1.486, 1.666, 0.291)  -0.09
C (0.476, -1.899, -0.239)  -0.08
C (-0.626, 0.504, 0.071)  -0.18
C (-0.325, -0.693, -0.057)  -0.13
N (-2.425, -1.157, -0.060)  -0.06
N (2.578, 0.597, -0.197)  -0.02
H (-2.374, -2.069, 0.399)  -0.05
H (-2.528, -1.339, -1.061)  -0.04
H (3.155, 0.128, 0.487)  0.08
H (2.688, 0.531, -1.199)  0.09
H (1.194, 2.108, -0.252)  0.07
H (1.353, 1.267, 1.349)  0.08
H (-1.296, 2.437, -0.460)  0.08
H (-1.309, 2.100, 1.279)  0.09
H (-2.528, 1.349, 0.226)  0.07
H (1.553, -1.713, -0.177)  0.06
H (0.256, -2.360, -1.205)  0.09
H (0.247, -2.634, 0.537)  0.08

Atoms 1-6, force components in eV/Å:
C -1.8 0.5 -0.3
C -0.3 -0.2 -0.1
C 0.2 -0.3 0.1
C 4.6 2.4 0.5
C -3.9 -1.9 -0.3
N 1.8 -0.3 0.0

HOMO-LUMO gap in eV: 7.2
HOMO in eV: -6.447
DFT total energy in a.u.: -307.00736
2S+1: 1
E_LUMO in eV: 0.785